{
  "formula": "C45H35AuClN3O6S2",
  "method": "the ωB97M-V functional and the def2-TZVPD basis",
  "e_above_lowest_kcal_mol": 7.95,
  "e_tot_ev": -101848.49957,
  "multiplicity": 3,
  "homo_lumo_gap_ev": [6.392, 3.581],
  "s_squared": 2.031,
  "total_charge": 2,
  "homo_energy_ev": [-13.293, -13.297],
  "symbols": ["Au", "C", "C", "C", "C", "C", "C", "C", "S", "O", "C", "C", "C", "C", "C", "C", "C", "C", "C", "C", "C", "C", "C", "C", "C", "C", "C", "C", "C", "C", "S", "O", "C", "C", "C", "C", "C", "C", "C", "H", "H", "H", "H", "H", "H", "H", "H", "H", "H", "H", "H", "H", "H", "H", "H", "H", "H", "H", "H", "H", "H", "H", "H", "H", "H", "O", "Cl", "O", "O", "O", "C", "C", "N", "C", "C", "C", "C", "C", "C", "C", "C", "N", "C", "N", "H", "H", "H", "H", "H", "H", "H", "H", "H"],
  "positions_angstrom": [[-0.625, -1.261, -2.206], [-5.910, 3.645, 0.948], [-4.638, 2.856, 0.928], [-4.662, 1.469, 0.777], [-3.492, 0.734, 0.717], [-2.278, 1.410, 0.813], [-2.221, 2.794, 0.949], [-3.406, 3.503, 1.021], [-0.765, 0.560, 0.581], [-1.120, -0.733, -0.137], [-0.340, -0.082, 2.196], [-1.187, -0.045, 3.282], [-0.774, -0.590, 4.503], [0.502, -1.148, 4.626], [0.948, -1.681, 5.851], [2.231, -2.215, 5.973], [3.083, -2.225, 4.883], [2.667, -1.707, 3.652], [1.379, -1.169, 3.500], [0.948, -0.643, 2.266], [1.842, -0.587, 1.077], [2.664, 0.567, 0.912], [2.696, 1.624, 1.853], [3.482, 2.720, 1.637], [4.273, 2.818, 0.473], [4.260, 1.812, -0.450], [3.458, 0.663, -0.254], [3.441, -0.389, -1.208], [2.665, -1.491, -1.020], [1.857, -1.580, 0.136], [0.729, -2.966, 0.287], [0.164, -3.115, -1.108], [1.863, -4.310, 0.447], [2.324, -4.982, -0.675], [3.200, -6.040, -0.497], [3.614, -6.434, 0.774], [4.536, -7.601, 0.957], [3.116, -5.749, 1.886], [2.232, -4.698, 1.730], [-6.774, 3.004, 1.102], [-6.042, 4.163, -0.004], [-5.892, 4.400, 1.733], [-5.613, 0.961, 0.690], [-3.515, -0.335, 0.560], [-1.270, 3.310, 0.972], [-3.376, 4.579, 1.129], [-2.167, 0.403, 3.196], [-1.447, -0.573, 5.349], [0.289, -1.666, 6.709], [2.553, -2.614, 6.924], [4.080, -2.633, 4.969], [3.343, -1.725, 2.807], [2.101, 1.570, 2.756], [3.505, 3.520, 2.365], [4.894, 3.690, 0.321], [4.868, 1.875, -1.343], [4.061, -0.300, -2.090], [2.636, -2.290, -1.748], [1.977, -4.707, -1.661], [3.560, -6.579, -1.363], [5.019, -7.874, 0.021], [3.980, -8.470, 1.312], [5.311, -7.378, 1.690], [3.405, -6.066, 2.879], [1.803, -4.211, 2.597], [-2.446, -2.224, -5.636], [-1.831, -1.189, -4.909], [-1.369, -0.122, -5.715], [-0.577, -1.827, -4.223], [-2.635, -0.722, -3.823], [1.365, 2.123, -4.070], [0.944, 0.872, -3.676], [-0.085, 0.723, -2.834], [-0.745, 1.787, -2.396], [-0.377, 3.086, -2.724], [0.711, 3.242, -3.573], [-1.064, 4.260, -2.147], [-2.366, 4.552, -2.118], [-3.515, 3.812, -2.671], [-4.800, 4.283, -2.444], [-5.843, 3.547, -2.982], [-5.642, 2.445, -3.697], [-4.373, 2.097, -3.878], [-3.299, 2.704, -3.395], [2.186, 2.218, -4.767], [1.403, -0.034, -4.046], [-1.631, 1.610, -1.803], [1.029, 4.233, -3.868], [-0.395, 4.996, -1.713], [-2.634, 5.490, -1.644], [-4.983, 5.193, -1.890], [-6.874, 3.853, -2.840], [-4.197, 1.208, -4.472]]
}